No. 1
This record from the OMol25 dataset describes a structure of composition C50H66N3OP2S4SiW. The level of theory is ωB97M-V with the def2-TZVPD basis set.

Properties
charge	+1
LUMO (alpha / beta)	-3.93 / -3.45	eV
gap between HOMO and LUMO (alpha / beta)	5.72 / 6.25	eV
HOMO (alpha / beta)	-9.648 / -9.705	eV
multiplicity	3

Atoms and positions in Å:
W  -0.414  0.394  0.181
S  -2.096  -1.552  -0.209
S  1.827  -5.581  -1.347
S  0.455  -3.169  -0.317
S  3.131  -0.698  1.122
P  0.009  0.216  -2.352
P  -0.558  3.169  0.882
Si  -0.341  -0.608  2.479
O  1.877  -0.392  0.293
N  -1.769  -4.017  -1.182
N  -2.060  1.259  -0.451
N  -0.855  -4.978  -1.521
C  2.960  1.595  3.914
C  -2.711  -5.948  -2.735
C  -1.608  4.240  -1.515
C  0.163  -1.073  -3.706
C  -2.640  -1.761  3.777
C  1.413  1.340  -2.904
C  -1.360  -6.016  -2.377
C  -1.259  -3.006  -0.585
C  -3.776  1.763  -2.125
C  0.090  4.156  2.339
C  -3.085  3.495  2.275
C  -1.052  -1.991  -3.814
C  -4.356  3.022  2.570
C  1.172  -0.265  4.915
C  -3.457  0.598  4.979
C  -0.571  -7.045  -2.882
C  -1.269  5.922  0.278
C  -2.501  1.298  -1.775
C  -2.460  -7.905  -4.108
C  1.028  0.154  3.593
C  -1.595  0.973  -2.810
C  1.212  2.064  -4.232
C  -4.841  1.882  1.948
C  -0.035  3.515  3.720
C  -3.241  1.631  -4.462
C  4.475  -0.202  -0.012
C  4.511  -2.850  2.124
C  -2.372  0.588  4.117
C  -3.720  -1.762  4.647
C  -3.250  -6.890  -3.591
C  5.789  -3.346  1.452
C  -2.857  1.767  0.606
C  1.931  1.108  3.123
C  -4.104  1.258  0.954
C  1.538  4.545  2.025
C  5.093  0.148  -2.430
C  1.772  2.335  -1.802
C  -1.927  -0.590  3.519
C  -2.314  2.854  1.316
C  -1.987  1.151  -4.136
C  -1.127  -7.975  -3.749
C  2.172  0.243  5.730
C  3.387  -2.502  1.140
C  1.458  -1.884  -3.635
C  -4.141  1.920  -3.446
C  3.077  1.166  5.227
C  4.273  -0.678  -1.442
C  0.429  -4.737  -1.141
C  -0.731  4.627  -0.331
C  -4.126  -0.585  5.260
H  2.184  3.670  2.045
H  2.063  2.725  -4.405
H  -2.627  4.036  -1.186
H  -2.704  4.361  2.799
H  -1.221  3.371  -2.041
H  3.667  2.314  3.517
H  -1.073  -2.734  -3.026
H  -4.243  -2.686  4.856
H  1.630  5.021  1.048
H  6.501  -3.667  2.212
H  2.254  0.648  -3.012
H  -4.294  -6.826  -3.863
H  1.404  -2.707  -4.349
H  -2.335  -2.689  3.308
H  0.597  4.065  4.420
H  1.623  -2.319  -2.651
H  -4.479  2.017  -1.346
H  3.555  -2.881  0.134
H  -3.772  1.527  5.437
H  -1.520  6.597  -0.540
H  0.466  -7.134  -2.621
H  -5.801  1.476  2.235
H  4.488  0.889  0.038
H  -0.537  6.435  0.899
H  -1.848  1.514  3.920
H  0.199  -0.469  -4.618
H  -4.956  3.530  3.313
H  1.164  1.374  -5.073
H  1.818  1.484  2.109
H  -0.514  5.062  2.358
H  -1.020  -2.525  -4.764
H  -1.988  -1.438  -3.768
H  0.067  -2.054  2.592
H  1.002  3.103  -1.722
H  1.903  5.247  2.775
H  -0.501  -8.762  -4.147
H  0.296  2.485  3.736
H  -4.483  0.377  0.452
H  0.477  -1.002  5.303
H  3.208  -0.606  -1.673
H  -1.299  0.919  -4.937
H  4.730  -1.978  2.751
H  6.159  0.022  -2.242
H  -3.521  1.778  -5.495
H  3.871  1.550  5.853
H  -5.131  2.288  -3.676
H  -2.183  5.755  0.850
H  0.281  4.820  -0.701
H  4.896  -0.184  -3.449
H  4.563  -1.725  -1.539
H  5.396  -0.576  0.437
H  2.330  -1.285  -3.900
H  0.307  2.671  -4.228
H  2.720  2.829  -2.027
H  -2.876  -8.636  -4.787
H  5.574  -4.205  0.817
H  2.251  -0.081  6.759
H  4.860  1.211  -2.354
H  1.868  1.831  -0.838
H  -4.957  -0.590  5.952
H  6.265  -2.576  0.844
H  -3.325  -5.154  -2.344
H  2.444  -2.896  1.510
H  4.164  -3.638  2.792
H  -1.056  3.561  4.094
H  -1.652  5.065  -2.228

Cartesian forces, eV/Å:
W -0.3 -0.5 -1.1
S 0.6 0.6 0.3
S 0.3 0.0 0.0
S -0.3 -0.6 -0.3
S 0.6 -0.3 -0.3
P 0.1 0.5 -1.1
P -0.4 0.8 0.7
Si 0.1 -0.5 1.9
O -1.0 0.3 -0.1
N -0.8 0.3 0.0
N 0.5 -0.6 0.4
N 0.5 0.2 0.2
C 0.0 0.1 0.0
C 0.1 0.0 0.0
C 0.2 0.0 0.0
C -0.1 -0.4 0.4
C 0.1 -0.1 0.0
C -0.1 0.1 0.4
C -0.3 -0.1 -0.2
C 0.8 -0.5 0.1
C 0.1 -0.1 0.4
C 0.1 -0.3 0.0
C 0.0 0.0 0.0
C -0.1 0.1 0.0
C 0.0 0.0 0.1
C -0.1 -0.1 -0.1
C 0.0 0.0 0.0
C 0.1 0.0 0.1
C 0.1 0.0 0.0
C -0.2 0.0 -1.0
C 0.0 -0.1 -0.1
C -0.1 0.2 -0.4
C -0.1 0.0 0.4
C 0.0 -0.2 0.0
C 0.0 0.0 -0.1
C -0.1 0.1 -0.1
C -0.1 0.1 -0.1
C -0.3 -0.1 0.1
C 0.3 0.0 -0.1
C 0.1 0.0 0.0
C -0.1 0.0 0.0
C 0.0 0.0 0.0
C -0.1 0.0 0.1
C -0.3 0.8 0.5
C 0.0 -0.1 0.1
C 0.2 -0.2 -0.1
C -0.1 0.0 0.0
C 0.0 -0.1 0.1
C 0.0 -0.1 -0.1
C 0.1 0.1 -0.3
C 0.2 -0.3 -0.4
C 0.0 0.0 0.0
C -0.1 0.0 0.0
C 0.0 -0.1 0.1
C -0.2 0.2 0.1
C 0.1 0.1 0.0
C 0.1 0.0 0.0
C 0.0 0.0 -0.1
C 0.0 0.0 0.0
C 0.0 0.4 0.1
C 0.2 -0.4 -0.2
C 0.0 0.0 0.0
H 0.1 0.0 0.0
H 0.0 0.0 0.0
H 0.0 0.0 0.0
H 0.0 0.0 0.0
H -0.1 0.0 -0.1
H 0.0 0.0 0.0
H 0.1 0.0 0.1
H 0.0 0.0 0.0
H 0.1 0.0 0.0
H 0.1 0.0 0.0
H -0.1 0.0 0.0
H 0.0 0.0 0.0
H 0.0 0.0 0.0
H 0.0 0.0 0.0
H 0.0 0.0 0.0
H 0.0 0.0 0.0
H 0.0 0.0 0.0
H -0.1 0.0 0.0
H 0.0 0.0 0.0
H 0.0 0.0 0.0
H 0.1 0.1 0.1
H 0.0 0.0 0.0
H 0.0 0.0 0.1
H 0.0 0.0 0.1
H 0.0 0.0 0.0
H 0.0 0.1 0.1
H 0.0 0.0 0.0
H 0.0 0.0 -0.1
H 0.1 0.0 0.0
H 0.0 -0.1 -0.1
H 0.0 0.0 0.0
H 0.0 -0.1 0.0
H -0.1 0.1 -0.5
H 0.0 0.0 0.0
H 0.0 0.0 0.0
H 0.0 0.0 0.0
H -0.1 0.0 0.1
H 0.0 0.0 0.0
H 0.0 0.0 0.1
H 0.1 -0.1 0.0
H 0.0 0.0 0.0
H 0.0 -0.1 0.1
H 0.0 0.1 0.0
H 0.0 0.0 0.0
H 0.0 0.0 0.0
H 0.0 0.0 0.0
H 0.0 0.0 0.0
H 0.0 0.0 0.0
H 0.0 0.1 -0.1
H -0.1 0.0 0.0
H 0.0 0.1 0.1
H 0.0 0.0 0.0
H 0.0 0.1 0.0
H 0.0 0.0 0.0
H -0.1 0.0 0.0
H 0.0 0.0 -0.1
H 0.0 0.0 0.0
H 0.0 0.0 0.0
H 0.1 0.1 0.0
H 0.0 0.0 0.0
H 0.0 0.0 0.0
H 0.0 0.0 0.0
H -0.1 0.1 -0.1
H -0.1 0.1 0.0
H 0.0 0.0 0.0
H 0.0 0.0 0.0

=====

No. 2
This record from the OMol25 dataset describes an isolated molecule of C3H10N2O2. The level of theory is ωB97M-V with the def2-TZVPD basis set.

Properties
LUMO	0.88	eV
gap between HOMO and LUMO	9.43	eV
HOMO	-8.546	eV
multiplicity	1

Atoms and positions in Å:
O  1.793  0.788  0.326
O  -0.145  0.817  -1.002
N  -0.577  0.982  1.391
N  -1.926  1.120  0.955
C  0.574  -1.112  0.514
C  -0.472  -0.253  -1.954
C  0.413  0.385  0.211
H  -1.226  0.193  -2.659
H  1.836  1.712  0.175
H  -0.375  1.915  1.631
H  -2.475  0.554  1.605
H  0.943  -1.033  1.555
H  0.420  -0.681  -2.401
H  -0.884  -1.067  -1.424
H  1.472  -1.439  -0.146
H  -0.442  -1.558  0.396
H  -2.061  0.708  0.077

Cartesian forces, eV/Å:
O -1.9 -0.6 0.4
O 0.2 -1.4 -0.3
N 1.9 -1.7 -1.8
N -0.8 -0.2 1.7
C 0.5 1.1 -0.7
C -0.1 1.8 0.0
C -0.3 0.7 1.8
H 1.1 -0.6 0.5
H 0.1 1.6 -0.3
H 1.3 1.2 0.0
H 0.0 0.1 -0.2
H -0.5 -0.7 -0.6
H 0.2 0.5 -0.6
H -1.0 -0.8 0.5
H -2.0 -0.1 0.9
H 1.3 -0.4 0.3
H 0.0 -0.4 -1.7

=====

No. 3
This record from the OMol25 dataset describes a cluster of 3 separate species, C5H12N2O in total. The level of theory is ωB97M-V with the def2-TZVPD basis set.

Properties
LUMO (alpha / beta)	0.86 / 0.86	eV
gap between HOMO and LUMO (alpha / beta)	6.76 / 6.69	eV
HOMO (alpha / beta)	-5.894 / -5.835	eV
multiplicity	1

Atoms and positions in Å:
O  1.799  -0.928  -1.621
N  -0.810  -1.672  -0.996
N  -0.094  1.297  1.122
C  1.756  -0.307  -0.578
C  -2.673  0.284  0.213
C  -0.352  0.492  0.024
C  3.007  0.357  -0.031
C  -0.760  -0.847  0.088
H  -2.900  0.257  1.277
H  -3.222  -0.453  -0.366
H  -0.543  2.200  1.086
H  -0.738  -2.654  -0.784
H  2.795  1.409  0.175
H  -0.219  0.852  2.020
H  -0.808  -1.313  1.066
H  -2.782  1.278  -0.214
H  3.247  -0.108  0.929
H  -0.376  0.990  -0.935
H  3.857  0.274  -0.715
H  -0.184  -1.408  -1.760

Cartesian forces, eV/Å:
O 0.1 -0.1 0.1
N 0.3 0.1 -0.1
N -0.3 -0.1 -0.1
C -0.6 0.9 -0.3
C 0.5 -1.2 0.2
C 2.8 -0.3 -0.3
C 0.0 -0.1 0.1
C -2.4 0.8 0.1
H -0.2 0.1 0.0
H -0.1 0.0 0.1
H 0.0 0.0 0.0
H -0.1 0.1 0.0
H 0.0 0.0 0.0
H 0.0 0.0 -0.1
H 0.0 0.1 0.0
H 0.3 0.0 0.0
H 0.1 0.0 0.0
H -0.1 0.0 0.1
H -0.1 -0.1 0.0
H -0.1 -0.1 0.3

=====

No. 4
This record from the OMol25 dataset describes a cluster of 2 separate species, C3H12N2O in total. The level of theory is ωB97M-V with the def2-TZVPD basis set.

Properties
LUMO	0.98	eV
gap between HOMO and LUMO	9.63	eV
HOMO	-8.648	eV
multiplicity	1

Atoms and positions in Å:
O  -1.640  -1.208  -1.630
N  -2.092  1.236  -0.172
N  0.182  0.379  -0.226
C  2.001  -1.185  0.329
C  1.294  0.122  0.741
C  -0.808  1.357  0.454
H  -2.928  1.494  0.334
H  2.509  -1.712  1.134
H  0.460  0.717  -1.140
H  1.419  -1.925  -0.204
H  1.839  1.046  0.839
H  -1.483  -2.094  -1.976
H  -0.817  -1.038  -1.144
H  -2.306  0.354  -0.631
H  -0.827  1.024  1.495
H  -0.359  2.372  0.505
H  0.727  -0.023  1.651
H  2.829  -0.916  -0.360

Cartesian forces, eV/Å:
O 0.2 -0.9 -0.4
N -0.7 0.4 -1.0
N -1.3 0.9 1.6
C 2.0 1.1 -0.4
C -2.0 -1.1 -1.3
C 1.1 -1.6 -0.4
H 0.5 0.3 0.4
H -0.2 0.2 0.3
H 0.3 0.3 0.2
H -0.7 0.2 0.1
H 1.1 -0.1 0.2
H -0.4 0.0 -0.1
H 0.1 0.6 0.4
H 0.6 0.2 0.2
H 0.0 -0.1 0.1
H -0.6 -0.2 -0.5
H 0.4 -0.2 0.5
H -0.4 -0.2 0.2